1.
{
  "formula": "C18H18N4O3S",
  "method": "the ωB97M-V functional and the def2-TZVPD basis",
  "total_energy_ev": -41895.023,
  "lumo_energy_ha": 0.00902,
  "smiles": "COc1ccc(OC)c(C(=O)CSc2nnc(-c3cccnc3)n2C)c1",
  "charge": 0,
  "e_above_lowest_kcal_mol": 68.9,
  "symbols": ["C", "O", "C", "C", "C", "C", "O", "C", "C", "C", "O", "C", "S", "C", "N", "N", "C", "C", "C", "C", "C", "N", "C", "N", "C", "C", "H", "H", "H", "H", "H", "H", "H", "H", "H", "H", "H", "H", "H", "H", "H", "H", "H", "H"],
  "coordinates": [[-3.8392, -4.8476, -3.2707], [-2.8837, -5.0429, -2.2541], [-2.0112, -4.0336, -1.9906], [-1.0664, -4.2756, -0.9918], [-0.1328, -3.3192, -0.6571], [-0.1119, -2.0757, -1.2879], [0.7978, -1.1093, -1.0043], [1.8646, -1.3927, -0.1302], [-1.0668, -1.8163, -2.2870], [-1.1644, -0.5666, -3.0730], [-1.6736, -0.5545, -4.1733], [-0.6566, 0.7240, -2.4723], [-1.3799, 1.0020, -0.8255], [0.0227, 1.5907, 0.0058], [1.2053, 1.8135, -0.5061], [1.9990, 2.2296, 0.4845], [1.3029, 2.2819, 1.5916], [1.8420, 2.7043, 2.8683], [1.1083, 3.4179, 3.8146], [1.7256, 3.7857, 4.9980], [3.0537, 3.4364, 5.1900], [3.7656, 2.7777, 4.2894], [3.1814, 2.4256, 3.1644], [0.0121, 1.8739, 1.3414], [-1.0895, 1.6728, 2.2371], [-1.9918, -2.8065, -2.6298], [-3.3630, -4.6648, -4.2387], [-4.4109, -5.7729, -3.3177], [-4.5116, -4.0170, -3.0343], [-1.0773, -5.2304, -0.4907], [0.5872, -3.5483, 0.1120], [2.4817, -0.4949, -0.1330], [2.4557, -2.2431, -0.4816], [1.5114, -1.5873, 0.8881], [0.4228, 0.7094, -2.3229], [-0.9432, 1.5557, -3.1174], [0.0866, 3.7103, 3.6217], [1.1878, 4.3419, 5.7502], [3.5778, 3.7010, 6.0985], [3.7904, 1.8959, 2.4455], [-1.6883, 0.8364, 1.8735], [-0.7142, 1.4472, 3.2351], [-1.7265, 2.5595, 2.2766], [-2.6887, -2.5616, -3.4156]],
  "atomic_forces_ev_per_a": [[-0.12, 0.01, -0.12], [0.13, -0.11, 0.19], [0.24, 0.16, 0.14], [-0.26, 0.03, -0.27], [0.14, 0.14, 0.10], [-0.23, -0.04, -0.25], [-0.25, -0.14, -0.30], [0.24, 0.03, 0.18], [0.19, -0.58, 0.29], [0.10, 0.34, -0.09], [0.02, 0.04, 0.11], [-0.10, 0.46, 0.07], [-0.37, 0.01, -0.13], [0.12, 0.10, 0.01], [-0.76, -0.36, -0.72], [0.75, 0.48, 0.98], [-0.10, -0.13, -0.47], [0.12, 0.19, 0.56], [0.23, -0.10, -0.09], [0.03, -0.03, -0.01], [-0.25, 0.18, 0.17], [0.51, -0.07, 0.14], [-0.36, -0.10, -0.30], [0.60, 0.02, -0.61], [-0.41, 0.01, 0.28], [-0.07, -0.13, 0.05], [-0.02, 0.01, 0.02], [0.01, 0.09, -0.04], [0.02, -0.01, -0.02], [0.01, -0.12, 0.07], [0.08, 0.00, 0.06], [-0.03, -0.09, 0.05], [-0.04, -0.01, 0.01], [0.00, -0.01, -0.04], [-0.04, -0.03, -0.11], [0.09, -0.17, 0.00], [-0.08, 0.00, -0.02], [-0.01, 0.04, 0.07], [-0.04, 0.06, 0.11], [-0.02, -0.07, -0.12], [0.04, 0.00, 0.11], [-0.07, -0.02, -0.08], [0.01, -0.06, 0.06], [-0.06, -0.02, -0.07]]
}

---

2.
{
  "formula": "C18H18N4O3S",
  "method": "the ωB97M-V functional and the def2-TZVPD basis",
  "total_energy_ev": -41877.450,
  "lumo_energy_ha": -0.02143,
  "charge": 0,
  "e_above_lowest_kcal_mol": 474.1,
  "symbols": ["C", "C", "N", "C", "C", "C", "C", "C", "C", "C", "C", "H", "C", "O", "O", "C", "C", "O", "N", "C", "N", "N", "C", "C", "C", "H", "H", "H", "C", "H", "H", "H", "H", "S", "H", "H", "H", "H", "H", "H", "H", "H", "H", "H"],
  "coordinates": [[-0.4199, -4.4841, -4.4527], [-1.2796, -3.8407, -3.4689], [-2.4636, -4.1879, -3.4059], [-3.2461, -3.4937, -2.3375], [-4.7296, -3.7042, -2.2672], [-5.3827, -3.2391, -1.1697], [-4.8584, -2.3212, -0.1548], [-3.5091, -1.8762, -0.5302], [-2.6188, -2.4460, -1.4489], [-1.3352, -2.2222, -1.5379], [-0.3604, -2.8443, -2.6021], [0.6050, -2.4612, -2.7549], [-0.7074, -1.1665, -0.6656], [0.4106, -0.6128, -1.0625], [-0.9052, -1.2803, 0.5517], [-0.0657, -0.5715, 1.6440], [1.2292, -0.8881, 1.4204], [1.7654, -1.9970, 1.1607], [2.2919, 0.0679, 1.3478], [2.1520, 1.3871, 1.8689], [0.9809, 2.1031, 2.1089], [1.2590, 3.2683, 2.5162], [2.3670, 3.7253, 2.2138], [2.7446, 5.1379, 2.5646], [3.7958, 5.4177, 3.2601], [3.3023, 4.8352, 4.3985], [4.4483, 4.8617, 3.3085], [4.0485, 6.3080, 3.5842], [3.1789, 5.8224, 1.2529], [4.0051, 5.2516, 0.8413], [3.4560, 6.8572, 1.1635], [2.3629, 5.8476, 0.2674], [1.7490, 5.6914, 2.7259], [3.3378, 2.6530, 1.7617], [3.1966, -0.0881, 1.3443], [-0.1347, 0.3810, 1.2204], [-0.4536, -0.7194, 2.3700], [-3.0682, -1.3956, 0.4505], [-5.4383, -1.8938, 0.3542], [-6.2087, -3.5745, -1.1455], [-4.9970, -4.6948, -2.8045], [0.6079, -5.0267, -3.8643], [0.0205, -3.5799, -5.0883], [-1.1329, -5.0065, -4.9390]],
  "atomic_forces_ev_per_a": [[5.53, 2.37, 1.12], [7.83, 3.11, 2.31], [-5.65, 1.67, 3.93], [-0.37, 0.88, -1.47], [5.11, -2.63, -0.23], [9.77, 4.98, 0.58], [10.71, -6.55, -13.28], [-2.13, -0.01, 6.18], [-7.18, -4.54, -2.05], [8.97, 0.86, -3.96], [-10.00, 0.12, 3.25], [1.06, 0.05, -0.18], [8.38, 0.52, -4.70], [-4.61, -0.79, 0.86], [-1.86, -0.65, 6.30], [2.67, 3.66, -18.62], [11.72, -5.06, -2.16], [-3.06, 1.30, 0.95], [-7.37, 5.23, 2.16], [-2.62, 2.33, -1.53], [1.74, -6.33, 0.30], [-5.82, 2.98, 0.94], [-0.41, 6.78, 3.14], [-9.05, 1.55, -9.10], [-7.10, 3.71, 10.96], [1.66, 1.83, -1.62], [12.44, -9.87, -0.63], [0.88, 4.71, 0.91], [-2.62, -0.58, -5.76], [0.38, -0.03, -0.20], [0.23, 0.55, 1.23], [1.77, -0.60, 2.79], [1.40, -1.09, 0.83], [6.95, -6.90, -3.08], [5.00, -2.78, -0.42], [-0.59, 2.09, 0.53], [-8.50, -3.26, 16.07], [-0.55, -0.08, -2.65], [-7.83, 6.11, 8.30], [-11.38, -4.05, 1.17], [-0.25, 2.22, 0.56], [-3.43, 1.22, -2.11], [-0.73, -2.23, 0.91], [-1.09, -2.81, -2.52]]
}

---

3.
{
  "formula": "C18H18N6O3",
  "method": "the ωB97M-V functional and the def2-TZVPD basis",
  "total_energy_ev": -34039.692,
  "lumo_energy_ha": -0.00153,
  "smiles": "COc1ccccc1Nc1nc(N(C)c2ccccc2)nc(N)c1[N+](=O)[O-]",
  "charge": 0,
  "e_above_lowest_kcal_mol": 10.2,
  "symbols": ["C", "O", "C", "C", "C", "C", "C", "C", "N", "C", "N", "C", "N", "C", "C", "C", "C", "C", "C", "C", "N", "C", "N", "C", "N", "O", "O", "H", "H", "H", "H", "H", "H", "H", "H", "H", "H", "H", "H", "H", "H", "H", "H", "H", "H"],
  "coordinates": [[-1.7345, -1.7283, 2.4327], [-2.0454, -0.7365, 1.4879], [-2.9186, -1.0367, 0.4907], [-3.5664, -2.2578, 0.3469], [-4.5013, -2.4485, -0.6576], [-4.8151, -1.4220, -1.5278], [-4.1652, -0.2064, -1.4077], [-3.2062, -0.0083, -0.4261], [-2.5782, 1.2403, -0.3298], [-1.2582, 1.4320, -0.2076], [-0.4702, 0.3753, -0.3374], [0.8456, 0.5382, -0.2110], [1.6098, -0.5699, -0.3467], [0.9567, -1.8557, -0.4648], [3.0139, -0.5368, -0.3031], [3.7304, 0.4738, -0.9399], [5.1118, 0.4732, -0.9104], [5.8022, -0.5365, -0.2605], [5.0958, -1.5515, 0.3602], [3.7129, -1.5564, 0.3396], [1.4551, 1.6934, 0.0581], [0.7133, 2.7843, 0.1791], [1.3693, 3.9176, 0.4404], [-0.7131, 2.7419, 0.0253], [-1.4942, 3.8764, 0.1038], [-2.7123, 3.7975, -0.1026], [-0.9737, 4.9650, 0.3686], [-2.6175, -2.0274, 3.0077], [-1.2928, -2.6123, 1.9616], [-1.0057, -1.2760, 3.1040], [-3.3602, -3.0679, 1.0283], [-4.9933, -3.4053, -0.7453], [-5.5563, -1.5652, -2.2984], [-4.3912, 0.6056, -2.0823], [-3.1431, 2.0910, -0.3689], [1.5454, -2.5025, -1.1144], [0.8408, -2.3320, 0.5121], [-0.0316, -1.6948, -0.8901], [3.1985, 1.2543, -1.4569], [5.6546, 1.2626, -1.4092], [6.8815, -0.5344, -0.2417], [5.6227, -2.3459, 0.8681], [3.1791, -2.3498, 0.8389], [2.3676, 3.8692, 0.5396], [0.8371, 4.7732, 0.5466]],
  "atomic_forces_ev_per_a": [[0.01, -0.16, 0.19], [-0.39, 0.10, -0.25], [-0.05, 0.14, 0.00], [0.19, -0.02, 0.19], [-0.06, 0.05, -0.10], [-0.11, -0.10, 0.01], [0.17, -0.03, 0.16], [0.03, -0.48, -0.01], [-0.33, 0.55, 0.10], [0.23, 0.24, -0.12], [-0.11, -0.06, -0.20], [-0.51, 0.81, 0.17], [-0.12, -0.12, -0.11], [-0.24, -0.27, -0.11], [0.63, 0.03, 0.03], [0.04, -0.05, -0.12], [-0.02, -0.02, -0.02], [0.08, -0.05, 0.07], [0.14, 0.00, -0.03], [-0.22, 0.12, -0.01], [0.25, -0.05, 0.14], [-0.29, 0.14, -0.06], [-0.06, 0.30, 0.06], [0.67, -0.91, -0.04], [-0.42, 0.57, 0.02], [-0.02, 0.18, 0.03], [-0.17, 0.07, 0.00], [0.05, -0.01, -0.03], [-0.02, 0.02, 0.00], [-0.04, -0.07, -0.02], [0.05, -0.04, 0.09], [-0.04, -0.08, -0.01], [-0.06, -0.01, -0.07], [0.03, 0.09, -0.09], [0.29, -0.31, 0.10], [0.00, 0.02, 0.05], [-0.01, -0.07, -0.01], [0.11, -0.16, 0.04], [0.03, 0.01, -0.04], [0.03, 0.07, -0.05], [0.09, 0.00, 0.00], [0.03, -0.06, 0.04], [-0.09, -0.07, 0.03], [0.00, -0.07, 0.00], [0.22, -0.23, -0.01]]
}